[1]
{"formula": "C35H23Cl2I2O2PSSe4Ti", "method": "wB97M-V/def2-TZVPD", "spin_multiplicity": 2, "s2": 0.758, "e_above_lowest_kj_mol": 85.7, "gap_ha": [0.225, 0.226], "total_charge": -1, "species": ["Ti", "Se", "Se", "Se", "Se", "I", "C", "C", "C", "C", "C", "C", "C", "C", "C", "P", "C", "C", "C", "C", "C", "C", "C", "C", "C", "C", "C", "C", "C", "H", "H", "H", "H", "H", "H", "H", "H", "H", "H", "H", "H", "H", "H", "H", "H", "Cl", "C", "C", "C", "C", "C", "Cl", "C", "S", "H", "H", "H", "I", "C", "C", "C", "C", "C", "C", "C", "O", "O", "H", "H", "H", "H"], "positions_angstrom": [[-0.78575, 0.05917, 0.09872], [-2.96945, 1.54489, 0.85344], [-3.42724, 0.24215, 2.74326], [-1.30835, -0.04038, 3.66232], [-0.35462, -1.48420, 2.05376], [-0.04661, -2.95859, -1.41704], [1.88503, -3.78107, -1.68552], [1.85984, -5.14383, -1.84237], [3.02431, -5.89493, -2.05829], [4.21803, -5.24668, -2.13364], [4.28891, -3.84229, -1.97864], [5.55949, -3.23948, -2.10020], [5.70103, -1.89186, -1.98243], [4.56772, -1.11865, -1.69982], [3.30161, -1.64404, -1.53934], [2.07195, -0.28745, -1.09241], [2.21745, 0.57840, -2.70369], [2.92890, 1.72983, -3.01486], [2.92874, 2.22934, -4.31064], [2.22150, 1.58866, -5.31475], [1.51158, 0.43314, -5.01882], [1.51135, -0.06333, -3.72629], [3.05384, 0.46698, 0.26007], [3.32516, -0.43625, 1.29288], [3.97019, -0.03146, 2.44715], [4.35268, 1.29500, 2.59932], [4.06920, 2.20320, 1.59361], [3.41939, 1.79720, 0.43368], [3.11625, -3.05669, -1.71875], [0.90843, -5.65928, -1.80464], [2.95786, -6.96932, -2.17320], [5.13978, -5.78545, -2.31765], [6.41185, -3.87944, -2.29715], [6.66641, -1.41401, -2.08798], [4.70890, -0.05106, -1.58703], [3.49071, 2.25406, -2.26074], [3.48480, 3.13281, -4.53012], [2.22344, 1.98614, -6.32250], [0.94973, -0.07956, -5.78991], [0.93988, -0.95860, -3.50307], [3.00694, -1.46874, 1.20249], [4.15345, -0.75023, 3.23577], [4.84708, 1.62055, 3.50618], [4.33291, 3.24716, 1.71281], [3.14962, 2.54437, -0.29284], [-1.27055, 1.08761, -2.25552], [-2.44371, 0.04086, -3.03435], [-2.73049, 0.35876, -4.34939], [-3.64156, -0.41145, -5.05005], [-4.24272, -1.48822, -4.41769], [-3.92875, -1.78594, -3.10476], [-4.70901, -3.16000, -2.38846], [-3.00824, -1.03842, -2.34063], [-2.65337, -1.48312, -0.69825], [-2.23866, 1.20608, -4.80824], [-3.88144, -0.17665, -6.07822], [-4.95870, -2.11012, -4.93732], [0.14304, 8.12309, 3.49326], [0.26493, 6.31633, 2.43604], [0.84106, 6.30971, 1.17576], [0.92036, 5.11343, 0.48159], [0.43299, 3.93936, 1.04555], [-0.14966, 3.96347, 2.30927], [-0.23541, 5.15613, 3.00827], [0.52906, 2.66341, 0.27697], [0.93158, 2.64475, -0.88535], [0.12913, 1.61454, 0.91243], [1.21898, 7.22631, 0.74246], [1.35528, 5.07324, -0.50855], [-0.54424, 3.04388, 2.72256], [-0.69283, 5.18056, 3.98803]], "atomic_forces_ev_per_a": [[-0.63, 0.12, 0.67], [0.31, -0.16, 0.09], [0.03, 0.05, -0.06], [-0.02, -0.06, -0.06], [-0.08, 0.13, -0.08], [0.13, -0.11, 0.05], [-0.13, -0.13, 0.01], [-0.15, 0.08, 0.02], [0.19, 0.00, -0.02], [-0.12, -0.08, 0.01], [0.00, 0.03, 0.00], [0.04, 0.06, 0.00], [-0.03, -0.08, 0.00], [-0.12, -0.02, 0.02], [0.22, 0.10, 0.02], [-0.17, 0.08, 0.08], [-0.03, -0.04, -0.10], [0.00, -0.06, -0.02], [0.02, 0.04, 0.02], [-0.01, -0.01, -0.05], [0.02, 0.01, 0.01], [-0.01, 0.04, 0.04], [0.08, -0.03, 0.02], [0.01, 0.02, 0.00], [-0.01, 0.02, 0.00], [0.00, -0.01, 0.02], [0.01, 0.02, 0.01], [0.04, -0.01, 0.03], [0.07, 0.04, -0.02], [0.00, 0.03, 0.00], [0.02, 0.01, 0.00], [-0.01, -0.01, 0.00], [0.00, 0.01, 0.00], [0.00, -0.01, 0.00], [-0.01, 0.00, 0.01], [0.04, 0.04, 0.13], [0.00, -0.01, 0.00], [0.00, 0.00, 0.02], [0.00, 0.00, 0.00], [0.01, 0.01, -0.01], [0.01, -0.01, 0.00], [0.00, 0.01, 0.00], [0.00, 0.00, -0.01], [0.00, 0.00, 0.00], [0.05, 0.00, -0.12], [-0.02, -0.04, -0.01], [0.02, -0.02, 0.06], [-0.01, 0.00, -0.03], [0.01, 0.01, -0.01], [0.00, 0.00, 0.01], [0.05, 0.06, 0.02], [-0.03, -0.03, 0.00], [-0.08, 0.04, -0.16], [0.35, 0.08, -0.08], [-0.01, -0.01, 0.00], [0.00, 0.01, 0.00], [0.00, 0.00, 0.00], [0.00, -0.06, -0.03], [-0.04, -0.01, 0.07], [0.04, 0.08, -0.04], [-0.02, -0.08, 0.05], [0.16, 0.20, 0.13], [0.04, -0.09, -0.15], [-0.02, 0.10, 0.09], [-0.36, -0.15, -0.09], [-0.11, 0.14, -0.07], [0.30, -0.27, -0.46], [0.00, -0.02, 0.00], [0.00, 0.00, -0.01], [0.00, -0.01, 0.00], [0.00, 0.00, -0.01]], "lowdin_spin": [1.001, -0.026, 0.010, 0.027, -0.017, 0.002, 0.000, 0.000, 0.000, 0.000, 0.000, 0.000, 0.000, 0.000, 0.000, 0.002, -0.001, 0.000, 0.000, 0.000, 0.000, 0.000, 0.001, 0.000, 0.000, 0.000, 0.000, 0.000, 0.000, 0.000, 0.000, 0.000, 0.000, 0.000, 0.000, 0.000, 0.000, 0.000, 0.000, 0.000, 0.000, 0.000, 0.000, 0.000, 0.000, 0.013, 0.000, 0.001, 0.000, 0.001, -0.001, -0.001, -0.001, -0.011, 0.000, 0.000, 0.000, 0.000, 0.000, 0.000, 0.000, 0.000, 0.000, 0.000, 0.000, 0.000, -0.001, 0.000, 0.000, 0.000, 0.000]}

[2]
{"formula": "C35H33BKN7O3STe", "method": "wB97M-V/def2-TZVPD", "spin_multiplicity": 1, "gap_ha": 0.209, "total_charge": -2, "species": ["K", "C", "C", "N", "N", "C", "B", "N", "C", "C", "C", "N", "N", "C", "C", "C", "N", "H", "H", "H", "H", "H", "H", "H", "H", "H", "H", "C", "C", "C", "C", "N", "C", "C", "C", "C", "C", "C", "C", "H", "H", "H", "H", "H", "H", "H", "H", "C", "Te", "C", "C", "C", "C", "C", "C", "C", "H", "H", "H", "H", "H", "H", "H", "H", "C", "C", "C", "C", "C", "C", "C", "S", "O", "O", "O", "H", "H", "H", "H", "H", "H", "H"], "positions_angstrom": [[0.34131, -1.15786, -0.43137], [1.28722, -0.11634, 4.26405], [0.76670, -0.06499, 2.95810], [1.53357, -0.73561, 2.10786], [2.54649, -1.23880, 2.83898], [2.42664, -0.87873, 4.13077], [3.62003, -2.17577, 2.25624], [4.64993, -1.41448, 1.38512], [5.91756, -1.82672, 1.18906], [6.51203, -0.98419, 0.27469], [5.49446, -0.06825, -0.04094], [4.38033, -0.33791, 0.62604], [2.97970, -3.33638, 1.48144], [2.86563, -4.61405, 1.89758], [2.13899, -5.31485, 0.96090], [1.83967, -4.35071, -0.01454], [2.34542, -3.16942, 0.30196], [0.88450, 0.31966, 5.16259], [-0.13999, 0.39767, 2.59594], [3.15312, -1.20706, 4.85595], [4.22584, -2.67094, 3.18664], [6.29676, -2.68512, 1.71977], [7.51974, -1.02365, -0.10368], [5.51246, 0.77042, -0.72067], [3.31425, -4.92325, 2.82761], [1.86149, -6.35511, 0.98395], [1.27027, -4.46508, -0.92491], [-2.58225, 2.63333, 0.08281], [-3.85291, 2.17717, -0.22817], [-4.13599, 0.83194, -0.08471], [-3.14398, -0.04688, 0.36900], [-1.91501, 0.40340, 0.65834], [-1.65544, 1.69811, 0.51186], [-3.41158, -1.50747, 0.49095], [-4.68166, -1.89252, 0.94515], [-5.01671, -3.23513, 1.02273], [-4.06898, -4.17745, 0.63617], [-2.81253, -3.76370, 0.20225], [-2.40123, -2.41807, 0.10487], [-2.29771, 3.67057, -0.03636], [-4.60756, 2.85940, -0.60349], [-5.10375, 0.43697, -0.36402], [-0.63613, 1.99822, 0.73885], [-5.40479, -1.14451, 1.26239], [-5.99252, -3.54199, 1.38538], [-4.31081, -5.23742, 0.68196], [-2.11292, -4.55357, -0.07515], [2.97057, 2.53697, 1.51822], [2.37309, 1.85226, -0.41631], [1.35462, 3.74036, -0.53841], [1.91252, 4.60157, 0.56461], [1.66614, 5.97293, 0.61244], [2.18455, 6.76033, 1.62909], [2.96135, 6.17681, 2.62112], [3.21062, 4.81347, 2.58417], [2.69682, 4.01497, 1.56375], [4.02152, 2.30987, 1.68474], [2.38558, 1.99583, 2.26349], [0.28267, 3.58490, -0.41898], [1.51397, 4.17861, -1.52158], [1.06132, 6.42106, -0.16845], [1.98737, 7.82593, 1.64460], [3.37453, 6.78334, 3.41871], [3.81799, 4.35187, 3.35490], [-5.82902, -1.44333, -4.68536], [-4.42032, -0.98892, -4.40623], [-3.69904, -0.27210, -5.35527], [-2.40675, 0.17107, -5.09147], [-1.82638, -0.10052, -3.86450], [-2.53440, -0.81833, -2.90998], [-3.81677, -1.26040, -3.17910], [-0.16410, 0.44987, -3.47752], [0.31023, 1.12665, -4.67168], [-0.33307, 1.31439, -2.30742], [0.56514, -0.77509, -3.13818], [-6.01489, -1.50977, -5.75936], [-6.56346, -0.75058, -4.26507], [-6.02323, -2.42341, -4.24649], [-4.15238, -0.06054, -6.31943], [-1.83603, 0.72363, -5.82666], [-2.08740, -1.04014, -1.94660], [-4.34303, -1.82640, -2.41576]], "atomic_forces_ev_per_a": [[-0.04, -0.05, 0.03], [-0.02, 0.06, -0.06], [-0.02, -0.01, -0.07], [-0.07, -0.05, 0.30], [0.09, 0.04, -0.15], [0.03, -0.04, 0.04], [0.10, 0.12, 0.21], [0.00, -0.07, -0.11], [-0.02, 0.03, 0.05], [0.01, 0.01, -0.01], [-0.02, 0.00, 0.01], [0.01, 0.02, 0.04], [-0.26, -0.15, -0.29], [0.10, 0.06, 0.05], [0.01, -0.05, 0.05], [-0.02, -0.02, -0.06], [0.08, 0.04, 0.08], [0.00, 0.01, 0.00], [0.00, 0.00, 0.02], [0.00, 0.00, 0.00], [-0.01, 0.03, -0.01], [0.01, 0.00, -0.01], [0.00, 0.00, 0.00], [0.01, 0.00, -0.01], [-0.01, 0.00, 0.00], [-0.01, 0.01, 0.00], [0.01, 0.01, -0.01], [0.04, 0.00, 0.01], [-0.01, 0.00, 0.00], [0.02, 0.00, 0.01], [0.01, 0.05, -0.01], [-0.02, 0.01, 0.01], [-0.02, 0.00, 0.01], [-0.03, -0.03, 0.01], [0.05, 0.00, -0.02], [-0.02, -0.01, 0.01], [0.02, -0.01, -0.01], [-0.05, 0.01, 0.02], [0.06, -0.02, -0.03], [-0.02, 0.00, 0.00], [-0.01, -0.01, 0.00], [0.00, 0.01, 0.00], [0.01, 0.00, 0.01], [0.00, 0.00, 0.00], [0.00, 0.01, 0.00], [-0.01, 0.00, 0.00], [0.02, 0.02, -0.01], [-0.02, -0.01, 0.00], [-0.04, -0.07, -0.04], [0.04, -0.06, 0.03], [0.04, 0.04, 0.00], [-0.01, -0.03, -0.01], [-0.02, 0.01, -0.03], [0.01, -0.01, 0.02], [-0.02, 0.02, 0.00], [-0.01, 0.01, 0.00], [0.00, -0.01, -0.01], [0.03, 0.00, 0.03], [0.00, -0.02, -0.04], [0.00, 0.04, 0.01], [0.00, 0.02, 0.01], [0.00, 0.00, 0.00], [0.00, 0.00, 0.00], [0.00, 0.00, 0.00], [-0.04, -0.04, -0.04], [0.03, 0.01, 0.03], [0.00, 0.00, -0.01], [0.00, 0.00, 0.00], [0.06, 0.02, -0.04], [0.10, 0.09, 0.06], [-0.04, 0.01, -0.01], [0.00, -0.15, 0.17], [0.00, 0.03, -0.02], [0.05, 0.05, -0.08], [-0.10, 0.12, -0.14], [-0.01, 0.01, 0.00], [0.02, 0.01, 0.01], [0.02, 0.00, 0.01], [0.00, 0.00, 0.00], [-0.01, 0.00, 0.00], [-0.06, -0.11, -0.02], [-0.01, 0.00, 0.00]], "mulliken_charge": [0.633, -1.107, -0.432, 0.976, -0.372, -0.331, 0.337, -0.108, -0.284, -1.138, -0.219, 0.244, 0.288, -0.294, -0.979, -0.116, -0.546, 0.401, 0.153, 0.459, -0.220, 0.428, 0.382, 0.384, 0.426, 0.362, 0.465, -0.656, -0.801, -0.620, 0.002, 0.246, 0.001, 0.868, -0.538, -0.675, -0.438, -0.826, -0.063, 0.419, 0.350, 0.418, 0.120, 0.398, 0.356, 0.340, 0.298, -1.077, 0.163, -0.871, 0.660, -0.707, -0.516, -0.503, -0.612, 0.657, 0.575, 0.170, -0.048, 0.657, 0.428, 0.368, 0.370, 0.433, -1.421, 0.766, -0.665, -0.525, -0.530, 0.480, -0.607, 1.270, -0.800, -0.430, -0.775, 0.374, 0.267, 0.361, 0.287, 0.508, -0.125, 0.428]}

[3]
{"formula": "C6H8N3OS", "method": "wB97M-V/def2-TZVPD", "spin_multiplicity": 1, "e_above_lowest_kj_mol": 334.4, "gap_ha": [0.243, 0.243], "total_charge": 1, "species": ["C", "C", "C", "C", "C", "C", "N", "N", "N", "O", "S", "H", "H", "H", "H", "H", "H", "H", "H"], "positions_angstrom": [[0.50528, 1.93482, -0.05849], [-0.71615, 1.36611, -0.07852], [1.67814, 1.29680, 0.15029], [1.94565, 0.03062, 0.02581], [-0.93110, -0.09621, -0.09301], [0.18583, -1.00108, -0.05314], [0.16233, -2.29212, -0.00916], [-2.10801, -0.70120, -0.08759], [2.90826, -0.83575, -0.10568], [-4.15587, 0.98222, -0.23891], [-3.65052, -0.55340, 0.10010], [0.52354, 2.98035, 0.22779], [-1.65387, 1.85871, -0.41042], [2.47828, 1.92194, 0.44477], [-0.61215, -3.01508, -0.16887], [1.19241, -2.71117, -0.02585], [3.71303, -0.85753, -0.68962], [3.02487, -1.61860, 0.50867], [-4.48994, 1.31059, 0.56182]], "atomic_forces_ev_per_a": [[-4.43, 1.98, 1.45], [-1.22, -1.17, -1.99], [3.17, -0.89, 0.31], [-3.90, -3.12, -0.22], [-0.83, -0.24, -0.23], [1.87, 2.12, 0.07], [2.75, -2.09, -0.60], [0.09, 0.25, 0.90], [1.67, -1.75, 0.57], [1.07, -1.41, -1.34], [0.83, 0.23, -1.12], [-0.08, 0.30, -0.93], [0.85, 0.35, 0.98], [1.16, 0.46, 0.02], [1.13, 1.90, 0.44], [-2.99, 0.75, -0.03], [0.23, 1.11, -0.96], [-0.47, -0.08, 0.76], [-0.92, 1.31, 1.93]], "nbo_charge": [-0.189, -0.193, -0.313, 0.358, -0.001, 0.334, -0.707, -0.588, -0.812, -0.838, 1.021, 0.242, 0.246, 0.255, 0.454, 0.414, 0.428, 0.394, 0.494]}

| no. | M (g/mol) | electronic energy (hartree) |
| --- | --- | --- |
| 1 | 1227.03 | -14208.796140 |
| 2 | 809.27 | -3253.702493 |
| 3 | 170.22 | -870.724221 |